{
  "formula": "C16H20N4O4",
  "method": "ωB97M-V with the def2-TZVPD basis set",
  "species": ["N", "C", "O", "C", "C", "C", "N", "C", "O", "C", "N", "C", "C", "C", "N", "C", "C", "C", "C", "C", "C", "C", "O", "O", "H", "H", "H", "H", "H", "H", "H", "H", "H", "H", "H", "H", "H", "H", "H", "H", "H", "H", "H", "H"],
  "xyz": [[-3.323570, 0.227510, -0.138511], [-2.501163, 0.819245, -1.115566], [-1.622116, 1.505842, -0.690267], [-2.541564, 0.545363, -2.582726], [-2.120398, -0.873469, -2.795249], [-0.731522, -1.092093, -2.201349], [0.392966, -0.358255, -2.844880], [1.530496, 0.211496, -2.316367], [2.188643, 0.914576, -3.098258], [2.004937, 0.044546, -0.867467], [3.493945, -0.051730, -0.864917], [1.588379, 1.308528, -0.048758], [1.638489, 1.117959, 1.441067], [2.764691, 1.027003, 2.168948], [2.482189, 0.844849, 3.527240], [1.128834, 0.634813, 3.655065], [0.344467, 0.291907, 4.731015], [-1.006193, 0.101373, 4.493609], [-1.558399, 0.084208, 3.215180], [-0.723532, 0.410807, 2.118923], [0.626034, 0.725553, 2.324100], [-0.430157, -2.584534, -2.237206], [-1.294168, -3.417210, -2.264757], [0.895805, -2.807944, -2.067464], [-4.187921, -0.148869, -0.612353], [-3.468726, 0.941222, 0.595854], [-3.577141, 0.736465, -2.908378], [-1.839019, 1.248466, -3.030847], [-2.808067, -1.596371, -2.305751], [-2.222521, -1.109076, -3.930777], [-0.593366, -0.874160, -1.086664], [0.318574, -0.385926, -3.856147], [1.507519, -0.868744, -0.404325], [3.841558, 0.364758, -1.683456], [3.822263, -1.033644, -0.887653], [2.310648, 2.140086, -0.301358], [0.587875, 1.579741, -0.353766], [3.758531, 1.223941, 1.855283], [3.051067, 1.243369, 4.314728], [0.736896, 0.415884, 5.684859], [-1.591253, -0.026166, 5.350982], [-2.647056, -0.195095, 2.976020], [-1.175113, 0.483023, 1.073768], [0.948157, -3.769245, -2.031420]],
  "forces_ev_per_a": [[-1.74, 0.04, -2.27], [-0.07, -0.26, 1.19], [1.53, 1.82, 0.33], [-1.48, 0.30, 0.42], [-0.42, -0.73, -1.40], [2.36, -0.54, 0.66], [-1.69, -0.57, 0.41], [0.33, 1.18, -1.80], [-0.30, -0.94, 1.08], [-0.10, -0.47, 0.46], [-1.00, -1.94, 1.50], [0.81, 0.24, -0.15], [1.00, -1.07, -1.23], [0.58, 1.45, 1.26], [1.07, 0.31, 1.18], [0.46, -0.14, -1.78], [-0.77, 0.93, -1.49], [0.49, -0.19, -0.30], [-0.37, -0.04, -1.78], [-1.39, -0.02, -0.75], [-2.69, -0.40, 1.25], [-0.15, 0.84, 0.68], [0.60, -0.55, -0.21], [-0.86, -0.57, -0.30], [0.95, 0.58, 1.39], [-0.14, -0.96, -0.43], [0.39, -0.12, -0.37], [-0.22, -0.03, -0.04], [0.46, 0.51, -0.25], [0.74, 0.16, 1.86], [-0.92, -0.01, -1.28], [0.46, 0.54, 0.20], [0.90, 1.03, -0.48], [0.38, 0.89, -1.31], [-0.51, 0.81, 0.07], [-0.89, -0.87, -0.07], [-0.23, 0.36, -0.01], [0.68, 0.09, -0.15], [-0.67, -0.89, -1.49], [0.48, -0.26, 1.77], [-1.10, -0.40, 1.02], [1.77, 0.54, 0.75], [0.86, -0.21, 1.75], [0.41, -0.40, 0.10]],
  "orbital_gap_ha": 0.294,
  "smiles": "NC(=O)CC[C@H](NC(=O)[C@@H](N)Cc1c[nH]c2ccccc12)C(=O)O",
  "spin_multiplicity": 1
}

=====

{
  "formula": "C36H47LaN2OP2S2",
  "method": "ωB97M-V with the def2-TZVPD basis set",
  "species": ["La", "O", "C", "C", "C", "C", "C", "C", "C", "C", "N", "H", "H", "H", "H", "H", "H", "H", "H", "H", "H", "H", "C", "C", "C", "P", "C", "C", "C", "C", "C", "C", "H", "H", "H", "H", "H", "H", "H", "H", "H", "H", "H", "H", "H", "H", "H", "H", "H", "H", "H", "H", "H", "N", "C", "C", "C", "C", "C", "C", "C", "H", "H", "H", "H", "H", "S", "P", "S", "C", "C", "C", "C", "C", "C", "C", "C", "C", "C", "C", "C", "H", "H", "H", "H", "H", "H", "H", "H", "H", "H"],
  "xyz": [[0.370112, -0.113641, 0.613149], [0.447834, 0.254079, 3.243767], [1.672539, 0.119451, 4.020151], [2.551091, 1.339910, 3.874223], [2.921887, 1.673868, 2.427597], [3.689432, 0.590998, 1.722620], [5.075491, 0.604284, 1.668860], [5.743914, -0.412579, 1.010872], [5.013275, -1.422772, 0.404198], [3.637150, -1.367163, 0.492360], [2.984638, -0.397612, 1.146245], [-0.133777, 0.895989, 3.661784], [2.147422, -0.780691, 3.630566], [1.405138, -0.071434, 5.059492], [3.455470, 1.174506, 4.466509], [2.057935, 2.205315, 4.324265], [3.506279, 2.594475, 2.411569], [2.014855, 1.927641, 1.859899], [5.619364, 1.418197, 2.129003], [6.824402, -0.414902, 0.958574], [5.491131, -2.231954, -0.127762], [3.031901, -2.125138, 0.006136], [-3.495726, -2.608916, -0.342495], [-2.399191, -3.457351, 0.294744], [-1.482347, -4.059328, -0.770221], [-1.440193, -2.481145, 1.522656], [-0.238096, -3.696409, 2.244977], [1.090315, -3.535507, 1.505891], [0.003117, -3.539830, 3.743151], [-2.583213, -2.028143, 2.891164], [-3.599057, -3.117288, 3.237379], [-3.270622, -0.677872, 2.685448], [-4.010088, -3.188098, -1.110567], [-3.090470, -1.719251, -0.830986], [-4.246112, -2.285357, 0.375957], [-2.867428, -4.277664, 0.849949], [-0.946915, -3.281677, -1.320483], [-2.079274, -4.614993, -1.494110], [-0.752834, -4.753297, -0.353852], [-0.634388, -4.698943, 2.055830], [1.580867, -2.603198, 1.822820], [0.987585, -3.528857, 0.417183], [1.797744, -4.326576, 1.761762], [0.326015, -2.525461, 3.994869], [0.795901, -4.218894, 4.059675], [-0.878293, -3.764349, 4.340738], [-1.901739, -1.907305, 3.740389], [-4.346294, -3.218666, 2.449100], [-4.130372, -2.866366, 4.156261], [-3.137361, -4.095009, 3.381418], [-4.111501, -0.748835, 1.996827], [-2.603729, 0.098755, 2.291654], [-3.659314, -0.314464, 3.637731], [-0.927851, 2.064957, 1.072293], [-1.593958, 2.992009, 0.918801], [-2.405290, 4.155093, 0.697940], [-1.763772, 5.379661, 0.509469], [-2.539264, 6.499889, 0.268600], [-3.923323, 6.384986, 0.218123], [-4.550267, 5.159137, 0.407368], [-3.791984, 4.027498, 0.649988], [-0.685348, 5.445979, 0.550136], [-2.066406, 7.460277, 0.120156], [-4.522848, 7.264584, 0.026640], [-5.627534, 5.086727, 0.363381], [-4.261908, 3.064851, 0.795943], [-0.741608, -0.559907, -1.922791], [0.703276, 0.667098, -2.703998], [1.799191, 1.540672, -1.245510], [-0.072993, 1.878918, -3.760576], [-0.110161, 3.227852, -3.431365], [-0.760517, 4.122097, -4.270222], [-1.373558, 3.669176, -5.427745], [-1.333141, 2.318586, -5.759963], [-0.682770, 1.423389, -4.931158], [1.808839, -0.307103, -3.724848], [2.792620, 0.391692, -4.428451], [3.719930, -0.295428, -5.190065], [3.666992, -1.683790, -5.259755], [2.686212, -2.378660, -4.570489], [1.753758, -1.693624, -3.801516], [0.380519, 3.581068, -2.532799], [-0.777239, 5.175191, -4.024005], [-1.877583, 4.367712, -6.081459], [-1.802038, 1.967957, -6.668925], [-0.647320, 0.375209, -5.204642], [2.836812, 1.473974, -4.384255], [4.481684, 0.247613, -5.732318], [4.390666, -2.219721, -5.858604], [2.638236, -3.457144, -4.639464], [0.975516, -2.239000, -3.282863]],
  "forces_ev_per_a": [[0.56, 0.43, 0.27], [0.09, -0.21, -0.30], [-0.19, -0.11, -0.03], [0.10, 0.03, 0.16], [-0.08, 0.18, -0.11], [0.02, -0.11, -0.06], [-0.05, 0.06, 0.05], [0.08, -0.06, -0.04], [-0.11, 0.02, 0.03], [0.15, 0.02, -0.02], [-0.26, -0.01, -0.05], [-0.08, 0.11, 0.10], [0.06, 0.04, 0.01], [0.03, 0.06, 0.00], [0.01, -0.03, -0.05], [-0.04, 0.00, -0.02], [0.05, -0.05, 0.05], [0.04, -0.07, 0.01], [0.01, -0.01, 0.01], [0.00, 0.02, 0.01], [0.02, 0.01, -0.02], [-0.01, -0.02, 0.02], [-0.05, 0.10, -0.10], [-0.06, -0.18, 0.03], [0.06, 0.00, -0.05], [-0.01, 0.11, -0.06], [-0.03, -0.20, -0.03], [0.16, 0.09, -0.02], [-0.02, 0.03, 0.10], [-0.06, -0.05, 0.23], [-0.03, -0.03, -0.01], [-0.05, 0.15, -0.08], [0.00, -0.02, 0.02], [0.03, -0.01, 0.01], [-0.01, 0.00, 0.05], [0.03, 0.02, 0.00], [-0.02, -0.01, 0.01], [-0.03, 0.00, 0.02], [-0.01, -0.03, 0.03], [0.01, 0.01, 0.00], [-0.05, 0.02, 0.00], [-0.05, -0.01, -0.01], [-0.05, -0.05, 0.00], [0.00, 0.02, -0.03], [0.00, -0.03, -0.01], [-0.02, -0.03, -0.01], [-0.02, 0.00, -0.06], [0.00, 0.00, 0.01], [0.01, 0.03, 0.01], [0.05, 0.01, 0.02], [-0.02, -0.03, -0.04], [0.06, -0.09, 0.05], [-0.05, -0.02, 0.00], [-0.15, -0.01, 0.09], [-0.17, 0.22, -0.11], [0.40, -0.40, 0.07], [-0.11, 0.14, -0.03], [0.05, -0.07, 0.01], [-0.03, 0.03, -0.01], [0.05, -0.05, 0.01], [-0.12, 0.10, -0.02], [0.01, -0.01, 0.00], [-0.01, 0.01, 0.00], [-0.01, 0.01, 0.00], [-0.01, 0.00, 0.00], [0.01, -0.02, 0.00], [0.07, 0.04, -0.16], [-0.13, -0.28, 0.28], [-0.06, 0.06, -0.01], [-0.11, 0.10, -0.14], [0.03, 0.04, 0.04], [0.01, 0.01, 0.00], [0.01, -0.06, -0.01], [0.00, 0.08, 0.01], [-0.01, -0.02, -0.05], [0.16, -0.02, -0.18], [0.02, 0.03, -0.01], [-0.02, -0.07, 0.00], [0.02, 0.05, 0.02], [-0.01, -0.02, 0.00], [-0.03, -0.02, 0.00], [0.00, -0.02, 0.00], [-0.01, 0.01, 0.00], [0.00, 0.01, -0.01], [-0.01, 0.00, -0.01], [0.02, -0.02, 0.06], [-0.02, 0.00, 0.03], [-0.01, 0.01, -0.01], [0.00, -0.01, -0.01], [-0.01, 0.00, 0.00], [-0.01, 0.02, 0.02]],
  "orbital_gap_ha": 0.309,
  "charge": 2,
  "spin_multiplicity": 1
}

=====

{
  "formula": "CH5N2Si",
  "method": "ωB97M-V with the def2-TZVPD basis set",
  "species": ["C", "N", "N", "Si", "H", "H", "H", "H", "H"],
  "xyz": [[-0.133629, -0.435610, 1.498642], [1.811069, -1.640244, -0.746472], [1.208946, -0.774432, -1.158549], [0.350937, 0.514458, -1.918159], [-1.182653, -0.507490, 1.287260], [0.449487, -1.315021, 1.655222], [0.253769, 0.523684, 1.784054], [1.297693, 1.594202, -2.028196], [-0.744772, -0.094719, -2.631000]],
  "forces_ev_per_a": [[-0.33, 0.67, -0.38], [-1.76, 2.56, -1.16], [2.80, -3.83, 1.22], [-0.82, 0.64, 0.73], [-0.27, -0.13, 0.03], [0.25, -0.39, -0.01], [0.14, 0.17, 0.15], [0.11, 0.27, -0.26], [-0.13, 0.02, -0.32]],
  "orbital_gap_ha": [0.225, 0.304],
  "charge": 1,
  "spin_multiplicity": 1
}

=====

{
  "formula": "C3H3NO2",
  "method": "ωB97M-V with the def2-TZVPD basis set",
  "species": ["N", "C", "C", "C", "O", "O", "H", "H", "H"],
  "xyz": [[2.565858, 0.707282, -0.311872], [1.550606, 0.357615, 0.075549], [0.245204, -0.062080, 0.542851], [-0.918458, 0.174129, -0.417021], [-1.100593, -1.245788, -0.477457], [0.001639, -1.474549, 0.402588], [0.099628, 0.269245, 1.579454], [-1.791331, 0.682427, -0.002271], [-0.652550, 0.591716, -1.391819]],
  "forces_ev_per_a": [[0.62, 0.24, -0.21], [-0.13, -0.18, 0.04], [-0.57, -0.02, 0.34], [-0.12, 0.30, -0.13], [-0.80, -0.04, -0.60], [0.89, -0.18, 0.63], [0.00, -0.06, -0.24], [0.11, -0.03, 0.00], [0.01, -0.02, 0.15]],
  "orbital_gap_ha": 0.399,
  "smiles": "N#C[C@H]1COO1",
  "spin_multiplicity": 1
}

=====

{
  "formula": "C4H14N2P3",
  "method": "ωB97M-V with the def2-TZVPD basis set",
  "species": ["C", "C", "C", "C", "N", "N", "P", "P", "P", "H", "H", "H", "H", "H", "H", "H", "H", "H", "H", "H", "H", "H", "H"],
  "xyz": [[-2.176045, 2.194366, 0.033729], [-1.639657, -1.519705, 0.671378], [1.769669, -0.617183, 1.556184], [2.417880, -0.606129, -1.191881], [-1.461877, -0.049839, -1.485894], [0.362136, 0.904005, 0.073432], [-0.778454, 1.558177, -1.034295], [-0.796591, -1.531876, -0.922783], [1.029847, -0.548935, -0.089147], [-1.856485, 3.128084, 0.456206], [-2.402195, 1.320020, 0.790190], [-3.104513, 2.482012, -0.552208], [-1.473669, -2.415623, 1.249716], [-2.710269, -1.525641, 0.413700], [-1.350593, -0.733799, 1.317675], [2.298973, -1.565000, 1.701978], [0.937864, -0.478910, 2.190434], [2.579946, 0.169208, 1.589271], [3.206268, -0.029808, -0.618656], [2.196459, -0.252496, -2.290333], [2.772429, -1.665941, -1.331067], [-1.641727, -0.080479, -2.464595], [1.820603, 1.865492, -0.063035]],
  "forces_ev_per_a": [[-0.53, -2.25, 0.32], [-0.79, -1.35, 0.07], [1.75, -1.06, -1.21], [0.84, -0.27, -1.94], [1.21, 0.48, 0.63], [2.63, 4.48, -0.28], [-1.53, -0.02, -1.06], [-0.45, 0.21, -0.02], [1.00, -0.53, 0.10], [0.29, 0.26, 0.77], [0.16, 2.18, -1.17], [1.20, -0.82, 0.33], [0.19, -0.60, 0.02], [0.31, 0.32, 0.29], [-0.16, 1.17, 0.48], [-0.31, 0.02, 0.31], [-0.43, 0.27, 1.26], [-1.25, -0.52, 0.10], [-0.57, -0.44, -1.20], [0.45, -0.24, 2.31], [-0.27, 0.91, 0.38], [-0.02, -0.02, -0.87], [-3.73, -2.18, 0.38]],
  "orbital_gap_ha": [0.248, 0.248],
  "charge": 1,
  "spin_multiplicity": 1
}

=====

{
  "formula": "C2H7ClSi2",
  "method": "ωB97M-V with the def2-TZVPD basis set",
  "species": ["Si", "C", "C", "Si", "Cl", "H", "H", "H", "H", "H", "H", "H"],
  "xyz": [[-1.171031, -1.071076, 0.038081], [-0.045664, 0.361359, 0.806690], [1.092561, 0.541698, -0.170222], [2.304052, 1.834490, 0.017252], [2.592135, 2.945062, 1.715523], [-1.068894, -1.118440, -1.413703], [-2.523706, -1.005515, 0.523293], [-0.422724, -2.213114, 0.426091], [-0.378436, 1.269606, 1.143847], [0.413521, -0.258813, 1.591522], [0.976883, 0.127327, -1.284154], [3.563217, 1.461593, -0.648882]],
  "forces_ev_per_a": [[0.95, 2.14, 0.43], [0.73, -4.04, -2.01], [0.87, 1.40, -1.85], [-0.75, -2.05, -0.66], [-0.10, -0.17, -0.08], [-0.26, 0.30, -0.50], [-0.76, -0.23, 0.19], [0.31, -1.19, 0.54], [-1.30, 1.91, 1.04], [-0.31, 0.60, 0.48], [0.53, 0.81, 2.48], [0.09, 0.53, -0.06]],
  "orbital_gap_ha": 0.293,
  "smiles": "[SiH3]C/C=[SiH]\\Cl",
  "spin_multiplicity": 1
}

=====

What did the third record say?
{
  "formula": "CH5N2Si",
  "method": "ωB97M-V with the def2-TZVPD basis set",
  "species": ["C", "N", "N", "Si", "H", "H", "H", "H", "H"],
  "xyz": [[-0.133629, -0.435610, 1.498642], [1.811069, -1.640244, -0.746472], [1.208946, -0.774432, -1.158549], [0.350937, 0.514458, -1.918159], [-1.182653, -0.507490, 1.287260], [0.449487, -1.315021, 1.655222], [0.253769, 0.523684, 1.784054], [1.297693, 1.594202, -2.028196], [-0.744772, -0.094719, -2.631000]],
  "forces_ev_per_a": [[-0.33, 0.67, -0.38], [-1.76, 2.56, -1.16], [2.80, -3.83, 1.22], [-0.82, 0.64, 0.73], [-0.27, -0.13, 0.03], [0.25, -0.39, -0.01], [0.14, 0.17, 0.15], [0.11, 0.27, -0.26], [-0.13, 0.02, -0.32]],
  "orbital_gap_ha": [0.225, 0.304],
  "charge": 1,
  "spin_multiplicity": 1
}